# 1
Molecular formula: C4H12
Method: DFT, wB97M-V/def2-TZVPD

Last column: Mulliken charge in e.
Geometry (Å):
1 C 1.30598 -0.68171 0.71697  -0.683
2 C 2.61092 -1.37745 1.19367  -0.953
3 H 1.39428 -0.35156 -0.31510  0.238
4 H 0.49881 -1.40038 0.83284  0.262
5 H 1.10557 0.20632 1.31504  0.281
6 H 2.63945 -1.29449 2.27389  0.284
7 H 3.48426 -0.90601 0.74943  0.281
8 H 2.60629 -2.43382 0.93121  0.287
9 C -1.85165 0.29361 -1.11328  -0.706
10 C -2.08899 1.77102 -0.84700  -0.830
11 H -0.87018 0.15248 -1.57155  0.191
12 H -1.85487 -0.27187 -0.18054  0.213
13 H -2.56627 -0.18999 -1.77593  0.337
14 H -1.30582 2.11087 -0.16690  0.241
15 H -2.07828 2.41992 -1.72079  0.285
16 H -3.02948 1.95306 -0.32196  0.271

ΔE to the lowest compared entry with this formula, charge and spin (kcal per mole): 2.6
Highest occupied orbital energy (Eh): -0.432
Orbital gap (Ha): 0.4743
LUMO energy (Ha): 0.0423
F_max (eV Å⁻¹): 1.0
SMILES: CC.CC


# 2
Molecular formula: CH5NO
Method: DFT, wB97M-V/def2-TZVPD

Last column: Mulliken charge in e.
Geometry (Å):
1 O 0.71929 -0.71249 0.91670  -0.507
2 H 0.16898 -1.44824 1.38521  0.371
3 C 0.21262 -0.29984 -0.37732  -0.115
4 N -0.27549 1.00996 -0.05325  -0.049
5 H -0.71470 -0.97749 -0.78849  0.325
6 H 1.08725 -0.43519 -1.19882  0.328
7 H -0.36574 1.37818 0.88878  0.330
8 H -0.83222 1.48512 -0.77281  0.318

ΔE to the lowest compared entry with this formula, charge and spin (kcal per mole): 14.6
Highest occupied orbital energy (alpha / beta) (Eh): -0.622 / -0.621
Total charge: +1
<S²>: 0.76
Orbital gap (alpha / beta) (Ha): 0.4797 / 0.2857
Multiplicity: 2
LUMO energy (alpha / beta) (Ha): -0.1427 / -0.3355
F_max (eV Å⁻¹): 2.9


# 3
Molecular formula: C5H12N2
Method: DFT, wB97M-V/def2-TZVPD

Last column: Mulliken charge in e.
Geometry (Å):
1 C -1.04042 -0.12875 0.78432  -0.104
2 C 1.64945 0.10970 -0.37168  -0.231
3 C 2.45321 -1.05506 0.21278  -1.082
4 C 2.05275 1.46162 0.11580  -1.203
5 C -3.29290 -0.77457 -0.06084  -0.761
6 N -2.12055 0.93256 -0.98990  -0.902
7 N -2.03064 0.07282 -0.04067  0.566
8 H -1.27249 -1.08878 1.26280  0.065
9 H 3.41523 -0.84802 -0.20572  0.365
10 H 1.97347 -1.91270 -0.17933  0.300
11 H 2.35042 -1.02852 1.29506  0.294
12 H 2.89807 1.65425 -0.48617  0.398
13 H 2.22634 1.51981 1.14294  0.343
14 H 1.27532 2.13396 -0.06274  0.273
15 H -3.97562 -0.19190 0.61604  0.293
16 H -3.75373 -0.85639 -1.03142  0.263
17 H -2.92939 -1.66322 0.37017  0.317
18 H 1.46340 0.01254 -1.36633  0.519
19 H -1.34193 1.65063 -1.00512  0.289

ΔE to the lowest compared entry with this formula, charge and spin (kcal per mole): 68.4
Highest occupied orbital energy (alpha / beta) (Eh): -0.245 / -0.316
<S²>: 2.02
Orbital gap (alpha / beta) (Ha): 0.2828 / 0.2802
Multiplicity: 3
LUMO energy (alpha / beta) (Ha): 0.0376 / -0.0356
F_max (eV Å⁻¹): 3.7


Computed total energy, in the same sequence as the records: -4342.4169 -4645.3241 -8352.3681 eV.